Entry 1:
C7H8NS2 | wB97M-V/def2-TZVPD

Positions of all 18 atoms, in Å:
C  2.06  3.14  0.60
C  1.92  3.71  1.83
C  1.49  1.82  0.54
C  1.14  1.49  1.80
C  0.20  -0.38  -0.54
C  0.02  -1.33  -1.68
C  -1.36  -1.28  1.08
N  -0.39  -0.40  0.56
S  1.15  2.66  2.99
S  1.39  0.89  -0.92
H  2.50  3.62  -0.25
H  2.26  4.68  2.14
H  -0.95  -1.15  -2.14
H  0.80  -1.22  -2.43
H  0.01  -2.36  -1.31
H  -1.54  -1.02  2.13
H  -2.30  -1.14  0.53
H  -1.05  -2.32  1.00

Summary:
Energy relative to the best compared isomer or geometry (same formula, charge and spin) = 4.027 eV
Net charge = +1
LUMO level (alpha / beta) = -7.483 / -5.957 eV
F_max = 0.0540 hartree/bohr
HOMO level (alpha / beta) = -13.25 / -13.39 eV



Entry 2:
C7H8O | wB97M-V/def2-TZVPD

Positions of all 16 atoms, in Å:
C  1.48  0.99  -0.38
C  1.41  -0.02  0.44
C  0.20  -0.49  0.93
C  -0.32  -1.42  -0.09
C  -0.94  -0.76  -1.12
C  -0.81  0.66  -0.71
C  -0.75  0.66  0.71
O  0.52  1.19  -1.36
H  2.31  1.46  -0.92
H  2.18  -0.48  1.40
H  0.05  -1.12  1.86
H  -0.33  -2.46  -0.10
H  -1.28  -1.30  -1.82
H  -1.62  1.12  -1.16
H  -0.46  1.51  1.26
H  -1.65  0.45  1.06

Summary:
Energy relative to the best compared isomer or geometry (same formula, charge and spin) = 5.663 eV
SMILES = C1=C[C@@H]2C=C[C@@H](C2)O1
LUMO level = 0.904 eV
F_max = 0.1785 hartree/bohr
HOMO level = -8.55 eV



Entry 3:
C7H8O | wB97M-V/def2-TZVPD

Positions of all 16 atoms, in Å:
C  1.04  1.66  -0.48
C  1.50  1.67  0.81
C  -0.20  1.07  -0.70
C  -0.29  0.33  1.47
C  -0.55  -0.13  -1.37
C  -0.19  -0.59  0.11
C  -1.16  -1.72  0.47
O  0.72  1.08  1.73
H  1.53  2.23  -1.24
H  2.38  2.16  1.18
H  -1.59  -0.30  -1.58
H  0.11  -0.52  -2.15
H  0.85  -0.96  0.08
H  -1.11  -2.51  -0.29
H  -2.17  -1.34  0.54
H  -0.88  -2.14  1.43

Summary:
Energy relative to the best compared isomer or geometry (same formula, charge and spin) = 6.930 eV
LUMO level = 0.760 eV
F_max = 0.0366 hartree/bohr
HOMO level = -8.05 eV